[1]
Entry from the OMol25 dataset: a structure of composition C16H8N2O4Zr in a non-equilibrium geometry (the ωB97M-V functional and the def2-TZVPD basis).

Last column: Löwdin charge in e.
CARTESIAN COORDINATES (ANGSTROEM)
Zr -0.8491 1.9957 -1.9625  1.96
O -2.0550 0.2175 1.7919  0.24
C -1.9378 0.5992 0.5140  -0.34
O -1.4035 1.6772 0.1534  -0.06
C -2.4003 -0.3307 -0.5027  -0.14
C -2.9604 -1.6022 -0.4046  0.10
C -3.1964 -2.3110 -1.5709  0.04
C -2.9318 -1.7767 -2.7914  0.09
C -2.3624 -0.5234 -2.8492  -0.14
N -2.1168 0.1352 -1.7348  0.03
C -1.8993 0.1675 -4.0818  -0.48
O -2.0395 -0.4549 -5.0927  0.22
O -1.2850 1.3585 -3.8542  -0.20
H -1.7065 0.8812 2.3755  0.15
H -3.0784 -2.0735 0.5756  0.16
H -3.6841 -3.2404 -1.5743  0.13
H -3.0983 -2.3695 -3.6778  0.16
N 4.5021 -0.1731 5.2652  0.22
C 3.9540 -0.0156 4.2421  -0.15
C 3.3296 0.3127 3.0081  -0.20
C 3.4107 1.6142 2.5022  0.03
C 2.8901 1.8738 1.2043  0.02
C 2.2151 0.8435 0.5237  -0.24
C 2.1434 -0.4885 1.1047  0.00
C 2.7766 -0.7849 2.2883  0.01
C 1.6682 1.0110 -0.7691  -0.02
C 0.9640 1.1724 -1.8152  -0.16
H 3.9157 2.4254 3.0743  0.15
H 2.8356 2.8634 0.7625  0.13
H 1.5733 -1.2387 0.5358  0.13
H 2.8266 -1.7655 2.7596  0.14

Atoms 1-3, force components in eV/Å:
Zr -0.6890 -1.0347 -1.3396
O -0.2998 -0.0271 -3.2160
C 0.2218 -0.2018 2.4406

E_tot, Ha: -1071.41240
2S+1: 1
HOMO energy, eV: -15.361
Net charge: +2
ΔE to the lowest compared entry with this formula, charge and spin, eV: 0.0000
LUMO, hartree: -0.345

=====

[2]
Entry from the OMol25 dataset: a cluster of 29 separate species, C16H91F3N4O32P3 in total in a non-equilibrium geometry (the ωB97M-V functional and the def2-TZVPD basis).

Last column: Löwdin charge in e.
CARTESIAN COORDINATES (ANGSTROEM)
C 2.7208 -4.8033 1.6090  -0.09
C 3.2774 -3.4526 2.0850  -0.22
C 2.4377 -2.2474 1.6479  -0.19
C 2.9980 -1.5398 0.4130  -0.13
O 2.0595 -1.6746 -0.6772  -0.13
C 1.7646 -0.5987 -1.4967  -0.47
C 2.8706 -0.3239 -2.5484  -0.05
C 3.6307 1.0020 -2.5432  -0.05
C 4.6984 1.1159 -1.4799  -0.56
F 4.2357 1.6956 -0.3385  0.12
F 5.2567 -0.0731 -1.1607  0.13
F 5.7219 1.9136 -1.9318  0.11
N 1.3302 0.5636 -0.7050  0.21
C 0.0054 0.3877 -0.3867  -0.30
N -0.6202 1.2071 0.4171  0.02
C -2.0144 0.9598 0.8339  -0.16
C -2.3275 1.4838 2.2215  -0.04
C 0.0585 2.4283 0.9089  -0.10
C 0.6953 2.3144 2.2773  -0.37
C 1.5732 1.0765 2.3846  -0.06
C 1.5120 3.6154 2.5033  -0.03
N -0.5225 -0.7603 -1.0008  -0.21
P -0.6782 -2.2045 0.0003  1.00
P -2.8075 -2.7073 0.2152  0.24
O -3.0046 -4.0447 -0.3264  -0.29
O -3.8193 -1.7043 -0.4971  -0.14
O -3.0861 -2.6348 1.7885  -0.18
C 0.4352 -0.9975 -2.1282  -0.38
P 0.3609 -2.6146 -3.0437  0.75
N 1.6800 -3.4362 -3.0388  -0.26
H 2.6793 -5.5099 2.4228  0.05
H 1.7095 -4.6959 1.2236  0.06
H 3.3682 -5.2517 0.8671  0.07
H 4.3076 -3.3493 1.7673  0.11
H 3.2559 -3.4696 3.1692  0.10
H 2.3401 -1.5270 2.4490  0.07
H 1.4469 -2.6120 1.4145  0.03
H 3.9109 -2.0413 0.1066  0.12
H 3.2367 -0.5010 0.6054  0.09
H 2.4369 -0.4238 -3.5366  0.12
H 3.5977 -1.1191 -2.4519  0.11
H 3.0046 1.8863 -2.4863  0.10
H 4.1664 1.0775 -3.4834  0.14
H 1.4982 1.4856 -1.1037  0.15
H -2.1773 -0.0966 0.8172  0.05
H -2.6890 1.4465 0.1357  0.09
H -3.3334 1.1897 2.4743  0.06
H -2.2002 2.5533 2.3127  0.09
H -1.6753 0.9984 2.9427  0.09
H -0.6857 3.2195 0.8782  0.14
H 0.8310 2.7294 0.2165  0.12
H -0.0303 2.2739 3.0821  0.11
H 1.0144 0.1480 2.3008  0.06
H 2.0494 1.0929 3.3582  0.10
H 2.3628 1.1129 1.6374  0.06
H 1.3658 4.2694 1.6534  0.05
H 2.5649 3.3712 2.5589  0.08
H 1.1788 4.1498 3.3777  0.08
H -0.3200 -1.7258 1.2725  -0.03
H -4.1627 -0.9988 0.0748  0.09
H -3.8559 -3.1976 1.9997  0.09
H 0.2234 -0.2552 -2.9013  0.12
H 0.0140 -2.1358 -4.3133  0.01
H -0.7632 -3.2911 -2.5490  0.00
H 1.5636 -4.3603 -2.6439  -0.01
O -0.9457 -3.6807 3.9010  -0.05
H -1.6038 -3.3274 3.2925  -0.01
H -0.0928 -3.5487 3.4718  0.01
O -2.0471 2.8798 -1.9202  -0.05
H -1.8383 2.2709 -1.2101  -0.01
H -2.7612 2.4186 -2.3949  0.01
O 4.5521 -6.8422 3.0660  -0.07
H 5.2771 -7.4475 2.8661  0.01
H 4.1953 -7.1846 3.8956  0.00
O -4.4315 -0.0718 3.9678  -0.06
H -3.8051 -0.7130 3.6172  0.01
H -4.4892 -0.3075 4.9028  0.04
O 3.2644 5.5433 4.1692  -0.05
H 4.0754 5.6762 3.6684  0.04
H 3.2986 6.2118 4.8610  0.04
O 3.7679 -8.4100 5.5945  -0.04
H 3.5211 -9.3291 5.7380  0.05
H 3.0344 -7.9032 5.9590  0.05
O 2.4236 4.2493 -2.2778  -0.07
H 1.9866 4.7724 -2.9673  0.00
H 3.3593 4.4065 -2.4459  0.04
O -4.3372 3.0756 -0.1699  -0.07
H -5.0971 3.4558 -0.6237  0.02
H -3.5952 3.3596 -0.7262  -0.01
O 1.0092 6.6137 1.2698  -0.07
H 0.7312 7.5368 1.2068  0.01
H 1.0483 6.3442 0.3438  0.03
O -6.0108 -4.2486 0.9889  -0.06
H -6.6962 -3.8075 0.4693  0.04
H -5.2064 -4.1348 0.4753  -0.01
O -0.0630 8.9614 -0.3871  -0.06
H 0.1271 9.8290 -0.7564  0.04
H -0.9988 8.8301 -0.5800  0.03
O -2.5807 0.4020 -3.2825  -0.05
H -2.4075 -0.1668 -2.5214  0.01
H -3.3334 -0.0142 -3.7186  0.06
O 5.5202 -3.6160 -3.0593  -0.04
H 5.6257 -2.6682 -2.9354  0.01
H 4.6716 -3.7010 -3.5034  0.01
O -4.9349 2.7446 -2.8964  -0.04
H -5.6719 2.1409 -3.0448  0.06
H -4.8871 3.2622 -3.7084  0.06
O 8.7951 2.2172 -3.1359  -0.05
H 8.1958 2.9620 -3.2489  0.04
H 8.3198 1.6243 -2.5445  0.02
O 1.3355 4.8975 -4.8616  -0.05
H 0.5823 5.4796 -4.7188  0.05
H 0.9901 4.1760 -5.4035  0.03
O 5.5373 -9.5415 2.0963  -0.05
H 5.4064 -10.2647 2.7172  0.04
H 5.0837 -9.8216 1.2953  0.05
O 7.9632 -0.9900 -4.1721  -0.05
H 7.4876 -1.0081 -3.3370  0.01
H 8.4155 -0.1359 -4.1771  0.02
O -3.9280 5.8532 -2.1306  -0.05
H -3.2604 5.2995 -2.5470  0.02
H -3.8455 5.6514 -1.1920  0.03
O 4.6023 -5.6621 -5.6938  -0.05
H 4.0454 -5.1630 -5.0926  0.01
H 5.5014 -5.5218 -5.3763  0.04
O -8.0630 -5.4050 -0.8622  -0.06
H -7.4855 -6.0927 -1.2095  0.04
H -8.0939 -5.5767 0.0844  0.03
O -5.9822 -2.1535 5.4511  -0.06
H -6.7943 -1.7157 5.1766  0.04
H -5.8426 -2.7976 4.7475  0.02
O -0.3825 3.2273 -7.1492  -0.05
H -0.9672 3.7952 -7.6620  0.04
H -0.0373 2.5989 -7.7922  0.05
O 1.1409 -1.9427 4.5072  -0.06
H 0.6702 -2.3198 5.2596  0.05
H 1.7017 -1.2617 4.8939  0.05
O -8.1809 -3.9741 4.8003  -0.06
H -7.5724 -4.6279 4.4382  0.04
H -8.2069 -4.1600 5.7447  0.05
O -7.2085 4.3079 1.2772  -0.04
H -6.5221 3.7878 0.8493  0.00
H -7.1327 4.0959 2.2128  0.04
O -1.6809 8.6891 -2.7820  -0.05
H -2.2389 9.2781 -3.3009  0.05
H -0.8736 8.5955 -3.2990  0.04
O -9.3828 2.9171 -1.0268  -0.07
H -9.4507 2.6454 -0.1059  0.03
H -8.9717 3.7866 -0.9767  0.02

Atoms 1-3, force components in eV/Å:
C 0.1228 0.2306 0.0206
C -0.6649 -0.2143 0.4409
C 0.7361 0.0607 -0.3053

E_tot, Ha: -4614.39088
2S+1: 1
HOMO energy, eV: -11.542
Net charge: +1
LUMO, hartree: -0.103

=====

[3]
Entry from the OMol25 dataset: a structure of composition C16H9Cl5N2O3S2Zn (the ωB97M-V functional and the def2-TZVPD basis).

Last column: Löwdin charge in e.
CARTESIAN COORDINATES (ANGSTROEM)
Zn 0.3410 -0.6297 0.5166  0.66
O 3.3558 0.4482 -2.5337  0.07
C 2.5360 1.2868 -3.1911  -0.26
C 3.0390 1.9023 -4.3386  -0.01
C 2.2588 2.7736 -5.0663  -0.08
C 0.9536 3.0557 -4.6679  -0.09
C 0.4463 2.4574 -3.5366  -0.03
C 1.2189 1.5690 -2.7770  -0.08
C 0.6423 0.9509 -1.5705  -0.39
O 1.3677 0.0874 -0.8964  -0.14
N -0.5772 1.2888 -1.2312  0.03
N -1.0247 0.6483 -0.0935  -0.18
C -2.2042 0.9473 0.3054  -0.91
S -2.8827 0.1623 1.7085  0.94
C -4.2041 1.4032 1.9036  -0.51
C -4.6649 1.7782 0.5131  -0.51
S -3.1864 2.1394 -0.4982  0.96
H 2.8632 0.0881 -1.7720  0.07
H 4.0538 1.6698 -4.6340  0.12
H 2.6663 3.2418 -5.9533  0.10
H 0.3434 3.7367 -5.2462  0.10
H -0.5610 2.6557 -3.1999  0.11
H -3.7935 2.2586 2.4373  0.08
H -4.9958 0.9468 2.4950  0.08
H -5.2812 2.6758 0.5193  0.08
H -5.2069 0.9622 0.0388  0.08
Cl 1.9917 -4.4472 6.1433  0.68
C 1.4668 -3.8516 4.6194  -0.72
C 1.6176 -2.5082 4.3036  -0.71
Cl 2.3383 -1.4241 5.4242  0.70
C 1.1844 -2.0399 3.0692  -0.56
Cl 1.3832 -0.3625 2.6689  0.81
C 0.5831 -2.8652 2.1019  -0.46
O 0.1680 -2.4301 0.9489  -0.19
C 0.4515 -4.2256 2.4535  -0.61
Cl -0.2674 -5.2702 1.2972  0.74
C 0.8812 -4.7083 3.6808  -0.70
Cl 0.6977 -6.3715 4.0580  0.70

Atoms 1-3, force components in eV/Å:
Zn -0.1820 -0.2897 0.1320
O 0.1077 -0.0171 -0.0360
C -0.2739 0.0918 0.0596

E_tot, Ha: -5827.08889
2S+1: 1
HOMO energy, eV: -8.221
LUMO, hartree: -0.003

=====

[4]
Entry from the OMol25 dataset: a structure of composition C16H9Cl5N3NiO (the ωB97M-V functional and the def2-TZVPD basis).

Last column: Löwdin charge in e.
CARTESIAN COORDINATES (ANGSTROEM)
Ni -0.2870 0.0890 0.0043  0.52
N 2.0677 2.3125 0.0711  0.15
C 2.5272 1.0166 0.0335  -0.26
C 3.9107 0.8394 0.0015  0.01
C 4.4290 -0.4298 -0.0303  -0.02
C 3.5547 -1.5116 -0.0216  -0.02
C 2.2077 -1.2667 0.0042  -0.07
N 1.6835 -0.0143 0.0294  0.08
C 0.8097 2.8453 0.0354  -0.26
C 0.7205 4.2440 0.0015  0.02
C -0.5056 4.8480 -0.0299  -0.02
C -1.6465 4.0452 -0.0176  -0.03
C -1.4839 2.6913 0.0110  -0.13
N -0.2747 2.0697 0.0341  0.04
H 2.8016 3.0017 0.0870  0.15
H 4.5579 1.7065 -0.0053  0.12
H 5.4994 -0.5801 -0.0679  0.13
H 3.9152 -2.5289 -0.0395  0.12
H 1.4975 -2.0752 0.0013  0.08
H 1.6304 4.8295 -0.0072  0.13
H -0.5840 5.9259 -0.0700  0.13
H -2.6396 4.4689 -0.0349  0.12
H -2.3600 2.0680 0.0148  0.03
Cl -5.3396 -4.8050 0.0154  0.72
C -3.8684 -3.9247 0.0061  -0.70
C -3.8867 -2.5377 -0.0035  -0.69
Cl -5.3570 -1.6557 -0.0041  0.73
C -2.6761 -1.8709 -0.0117  -0.52
Cl -2.5616 -0.1368 -0.0223  0.92
C -1.4411 -2.4780 -0.0092  -0.43
O -0.3277 -1.7698 -0.0147  -0.23
C -1.4371 -3.8731 0.0015  -0.60
Cl 0.0892 -4.6622 0.0076  0.75
C -2.6323 -4.5850 0.0086  -0.68
Cl -2.5934 -6.2962 0.0213  0.73

Atoms 1-3, force components in eV/Å:
Ni 0.4094 -0.1583 0.0642
N 0.1151 0.1551 -0.0058
C -0.0262 -0.1640 0.0107

E_tot, Ha: -4663.72788
2S+1: 1
HOMO energy (spin up / spin down), eV: -11.159 / -11.159
Net charge: +1
LUMO (spin up / spin down), hartree: -0.145 / -0.144

=====

[5]
Entry from the OMol25 dataset: a structure of composition C17H10AgBr2N3O4 in a non-equilibrium geometry (the ωB97M-V functional and the def2-TZVPD basis).

Last column: Löwdin charge in e.
CARTESIAN COORDINATES (ANGSTROEM)
Ag 0.1486 -1.1879 -1.5145  0.81
Br 4.1497 2.1992 3.2917  0.79
C 2.9090 1.2555 2.2588  -0.66
C 1.5809 1.8009 1.9882  -0.05
C 0.8013 1.0759 1.1249  -0.12
N 1.2217 -0.0193 0.4548  0.07
C 2.4541 -0.5378 0.6925  -0.23
C 3.2568 -0.0050 1.7219  -0.05
C 2.8331 -1.6355 -0.1300  -0.17
C 4.1395 -2.2731 -0.0290  -0.04
C 4.4023 -3.4005 -0.7687  -0.68
Br 6.1170 -4.1491 -0.6520  0.80
C 3.3369 -4.0327 -1.4502  -0.07
C 2.1183 -3.3696 -1.5144  -0.13
N 1.9176 -2.1662 -0.9851  -0.04
H 1.2771 2.7538 2.4227  0.11
H -0.2446 1.3339 0.9695  0.10
H 4.1597 -0.5001 2.1054  0.11
H 4.9314 -1.8294 0.5438  0.09
H 3.4394 -4.9198 -2.0359  0.10
H 1.2124 -3.9297 -1.7673  0.12
O -2.8818 0.5968 -3.8012  -0.02
C -2.5218 0.2769 -2.6154  -0.59
O -1.6812 -0.6594 -2.3678  -0.21
C -3.1706 1.0386 -1.4867  -0.11
C -4.1614 2.0292 -1.8056  0.02
C -4.7977 2.7559 -0.8266  -0.04
C -4.4701 2.5148 0.5219  0.01
C -3.5376 1.5584 0.8087  -0.18
C -2.8658 0.8218 -0.1674  0.04
N -3.0995 1.3778 2.1477  -0.28
O -2.1982 0.5511 2.5135  0.02
O -3.7288 2.0471 3.0309  0.03
H -4.4127 2.0079 -2.8616  0.12
H -5.5641 3.4455 -1.1044  0.10
H -4.9762 3.0982 1.3067  0.13
H -2.0947 0.0759 -0.0198  0.10

Atoms 1-3, force components in eV/Å:
Ag -1.0586 0.5977 -0.2226
Br -0.0921 -0.0467 0.1764
C -2.2811 -0.5071 -0.9680

E_tot, Ha: -6413.93424
2S+1: 1
HOMO energy, eV: -8.677
LUMO, hartree: -0.060